DFT (ωB97M-V/def2-TZVPD) results for C21H25FN2O3 in the gas phase in a non-equilibrium geometry.

Each line ends with the Löwdin charge.
Atoms and positions in Å:
C  1.17726  3.00769  -0.16897  -0.0118
C  1.93761  1.73402  -0.11082  -0.1263
C  1.45891  0.45215  -0.16291  -0.0819
C  0.05988  0.02653  -0.39156  -0.3594
O  -0.68164  0.75560  -1.04378  0.0466
N  -0.37681  -1.12963  0.14736  -0.0042
C  0.40840  -2.07980  0.89771  -0.1299
C  0.88454  -3.21366  -0.02446  -0.1505
C  -0.13916  -3.41678  -1.14729  -0.1770
C  -1.54540  -3.13167  -0.62548  -0.1400
H  -1.73768  -3.75377  0.25116  0.1184
H  -2.29098  -3.38404  -1.38000  0.1195
C  -1.68096  -1.64273  -0.26153  -0.2781
H  -1.96214  -1.06804  -1.14848  0.1349
C  -2.73544  -1.43857  0.83459  -0.0990
H  -3.64987  -1.95795  0.54305  0.1299
H  -2.37634  -1.89832  1.75755  0.1131
C  -3.06992  0.03177  1.12003  -0.1214
N  -4.10373  0.56138  0.27233  -0.0576
C  -5.33745  0.86284  0.72777  -0.4728
O  -5.73350  0.68103  1.85913  0.0555
C  -6.12152  1.45738  -0.43427  -0.0820
H  -6.77665  0.68149  -0.83620  0.1226
C  -5.03662  1.85578  -1.43274  -0.1522
H  -4.70274  2.87441  -1.23255  0.1138
H  -5.36768  1.79764  -2.46765  0.1074
C  -3.90856  0.86610  -1.12835  -0.1451
H  -4.02179  -0.04390  -1.73312  0.1239
H  -2.90980  1.27373  -1.29398  0.1066
H  -6.74158  2.28665  -0.10068  0.1177
H  -2.17032  0.64585  1.01761  0.1216
H  -3.45313  0.12426  2.14028  0.1244
H  0.07483  -2.73376  -1.97220  0.1178
H  -0.07590  -4.43417  -1.53377  0.1101
H  0.99363  -4.12651  0.56216  0.1126
H  1.85749  -2.96762  -0.44867  0.1027
H  1.24793  -1.58956  1.38526  0.1246
H  -0.23802  -2.48443  1.68185  0.1234
O  2.47200  -0.46714  -0.07707  0.0931
C  3.61639  0.23083  0.04132  -0.1271
C  4.91663  -0.24267  0.16048  -0.1889
C  5.94740  0.66372  0.27665  -0.0065
C  5.68767  2.03593  0.27343  -0.0797
C  4.40717  2.52631  0.15632  -0.0163
C  3.35762  1.61505  0.03846  -0.1021
H  4.21194  3.58668  0.15406  0.1129
H  6.51836  2.71835  0.36528  0.1044
H  6.95639  0.29572  0.37013  0.1186
F  5.16922  -1.56762  0.16711  0.0815
H  1.25200  3.53427  0.78234  0.0913
H  0.13464  2.80949  -0.39524  0.0697
H  1.59234  3.64993  -0.94382  0.0912

The energy above the lowest of the compared OMol25 structures with the same formula, charge and spin is 8.4 kcal/mol. As for the charge: 0. As for the SMILES: Cc1c(C(=O)N2CCCC[C@H]2CCN2CCCC2=O)oc2c(F)cccc12. Its highest occupied orbital energy is -8.697 eV.

DFT (ωB97M-V/def2-TZVPD) results for a molecular structure, C21H25I2N2O3PSTi.

Each line ends with the Löwdin charge.
Atoms and positions in Å:
Ti  -1.24506  -1.71022  -0.06039  0.4810
I  -3.43015  -3.72775  -0.44156  1.0362
C  -1.95377  -4.94540  -1.39101  -0.9707
I  -0.10206  -3.87570  -1.54342  1.0712
H  -2.29568  -5.21492  -2.38436  0.0001
H  -1.79063  -5.82435  -0.77621  0.0021
O  -2.16919  -0.34272  1.23256  -0.4560
S  -1.50800  -0.95100  2.46643  0.6288
O  -2.35886  -1.16844  3.56419  -0.1601
O  -0.94764  -2.20876  1.78556  -0.4264
C  -0.09563  0.01067  2.87579  -0.2762
C  0.02208  0.41283  4.19453  -0.0086
C  1.16552  1.09828  4.59581  0.0035
C  2.17312  1.35460  3.68181  0.0034
C  2.04307  0.94388  2.35739  -0.0394
C  0.90317  0.27903  1.92791  -0.3202
P  0.82701  -0.22890  0.18048  1.0538
C  2.40157  -0.97453  -0.23290  -0.3855
C  3.37707  -0.31324  -0.97901  -0.0714
C  4.58514  -0.94432  -1.23417  -0.0303
C  4.82481  -2.22109  -0.74316  -0.0216
C  3.86012  -2.87669  0.01476  -0.0427
C  2.64703  -2.25886  0.26811  -0.1353
C  0.60407  1.29466  -0.78433  -0.3722
C  0.72455  1.23739  -2.17774  -0.1316
C  0.48206  2.36575  -2.94896  -0.0385
C  0.11898  3.56179  -2.33974  -0.0332
C  0.01022  3.62838  -0.95634  -0.0512
C  0.24671  2.49996  -0.17737  -0.0843
H  -0.75703  0.17394  4.90675  0.1330
H  1.26916  1.40759  5.62648  0.1361
H  3.07357  1.86627  3.99402  0.1349
H  2.85123  1.13917  1.66211  0.1293
H  3.20828  0.68738  -1.35734  0.1104
H  5.34476  -0.43419  -1.81072  0.1267
H  5.77106  -2.70550  -0.94289  0.1283
H  4.06021  -3.86079  0.41684  0.1248
H  1.91454  -2.75869  0.89604  0.0946
H  1.06683  0.32690  -2.66475  0.1205
H  0.60867  2.32008  -4.02310  0.1274
H  -0.04977  4.44457  -2.94195  0.1279
H  -0.23418  4.56751  -0.47698  0.1248
H  0.18072  2.57727  0.89998  0.1110
N  -3.77866  1.66670  0.27040  0.2068
C  -3.20676  1.63703  -1.12060  -0.0993
C  -3.35018  0.27281  -1.79009  -0.1664
N  -2.09085  -0.53002  -1.80162  -0.0497
H  -3.69727  2.60278  0.67580  0.1851
H  -3.27428  0.99453  0.87266  0.1048
H  -4.77349  1.42776  0.27577  0.1833
H  -2.16342  1.94721  -1.04235  0.1050
H  -3.73933  2.39561  -1.69057  0.1493
H  -3.66841  0.43405  -2.82014  0.1423
H  -4.13188  -0.32358  -1.31422  0.1211
H  -2.21997  -1.24191  -2.52345  0.0936
H  -1.33319  0.06519  -2.15074  0.0696

The energy above the lowest of the compared OMol25 structures with the same formula, charge and spin is 0.0 kcal/mol. As for the charge: +3. Its spin multiplicity is 2. Its highest occupied orbital energy (spin up / spin down) is -17.093 / -17.064 eV.

DFT (ωB97M-V/def2-TZVPD) results for a molecular structure, C21H25IrN4O5.

Each line ends with the Löwdin charge.
Atoms and positions in Å:
Ir  -0.14480  -0.14924  -0.25703  1.6200
C  -2.85519  -1.29038  -1.11343  -0.0505
N  -1.50821  -1.02611  -1.68404  -0.2998
C  -1.74477  -0.15348  -2.89767  -0.1539
C  -0.64739  0.84373  -3.22605  -0.1549
C  -0.68077  2.07084  -2.32812  -0.1746
N  -0.76992  1.69124  -0.90471  -0.0910
C  -1.08416  2.59568  -0.05045  -0.0380
C  -1.38519  2.36758  1.33849  -0.1352
C  -1.60250  3.47992  2.16342  -0.0143
C  -2.03079  3.32632  3.46131  -0.0511
C  -2.29435  2.04341  3.95081  -0.0390
C  -2.11861  0.93379  3.15456  0.0166
C  -1.64121  1.07501  1.84761  -0.3027
O  -1.50028  -0.02780  1.12135  -0.1969
C  -0.89629  -2.31591  -2.12734  -0.1753
C  -0.79002  -3.42209  -1.06745  -0.1344
C  -0.49237  -3.02795  0.38048  -0.1856
N  0.46942  -1.94322  0.48987  -0.1098
C  1.63475  -2.14196  0.99098  -0.0293
C  2.63384  -1.13865  1.21915  -0.1412
C  3.94520  -1.55778  1.49617  -0.0200
C  4.94023  -0.64268  1.73746  -0.0614
C  4.62581  0.71955  1.72929  -0.0386
C  3.34198  1.15681  1.48426  0.0071
C  2.32146  0.23932  1.22058  -0.3208
O  1.08931  0.70228  1.03588  -0.1819
H  -3.48070  -1.75221  -1.88102  0.1151
H  -3.30101  -0.35150  -0.79637  0.0965
H  -2.79615  -1.94690  -0.25431  0.0753
H  -2.67761  0.38320  -2.72105  0.1258
H  -1.91517  -0.81954  -3.74440  0.1300
H  -0.78422  1.17409  -4.25650  0.1340
H  0.32256  0.35414  -3.19237  0.0923
H  -1.56422  2.66843  -2.56581  0.1311
H  0.20956  2.68016  -2.47737  0.1209
H  -1.21394  3.61551  -0.41294  0.1540
H  -1.42380  4.47011  1.76204  0.1235
H  -2.17631  4.19023  4.09395  0.1145
H  -2.64562  1.91923  4.96649  0.1177
H  -2.32189  -0.06327  3.52072  0.1266
H  0.09321  -2.07004  -2.51007  0.1138
H  -1.48808  -2.70224  -2.96131  0.1291
H  0.00444  -4.08212  -1.42058  0.1259
H  -1.70137  -4.02242  -1.05364  0.1211
H  -0.14004  -3.90281  0.92992  0.1284
H  -1.39320  -2.68228  0.88852  0.1033
H  1.88247  -3.16159  1.28512  0.1495
H  4.16436  -2.61890  1.50697  0.1207
H  5.95168  -0.96887  1.93205  0.1112
H  5.40485  1.44745  1.91504  0.1165
H  3.09608  2.20962  1.47518  0.1275
O  2.03878  1.61608  -1.57106  0.0595
N  2.30562  0.46480  -1.83072  -0.4951
O  3.31752  0.03739  -2.31091  0.1268
O  1.41706  -0.49396  -1.48093  -0.2388

The energy above the lowest of the compared OMol25 structures with the same formula, charge and spin is 0.0 kcal/mol. As for the charge: +1. Its spin multiplicity is 2. Its highest occupied orbital energy (spin up / spin down) is -11.139 / -10.919 eV.

DFT (ωB97M-V/def2-TZVPD) results for C21H25N3O3 in the gas phase.

Each line ends with the Löwdin charge.
Atoms and positions in Å:
C  5.94179  2.07985  0.88720  -0.1128
H  6.09534  3.03926  1.37690  0.0887
O  5.15266  2.33793  -0.24635  -0.1740
C  4.90076  1.19750  -1.04408  -0.1491
C  4.00969  0.19109  -0.38733  -0.2506
C  4.28180  -0.87332  0.42370  -0.0166
C  3.03227  -1.43545  0.77693  -0.0048
C  2.08569  -0.67376  0.15643  -0.2183
O  2.67319  0.31236  -0.54926  0.1071
C  0.59949  -0.77394  0.14446  -0.2072
N  0.15917  -2.14168  0.05999  -0.0548
C  0.31782  -3.00485  -1.08418  -0.1439
C  -0.73522  -4.10757  -0.82789  -0.1304
H  -0.27130  -5.08060  -0.67840  0.1036
C  -1.51152  -3.66166  0.42854  -0.0749
H  -2.57202  -3.89852  0.36415  0.1212
H  -1.09407  -4.11844  1.32600  0.1186
C  -1.23024  -2.16248  0.44726  -0.3320
C  -2.17917  -1.42235  -0.51521  -0.3877
O  -2.27298  -1.56767  -1.71622  0.0874
N  -2.91583  -0.56121  0.21594  -0.0292
C  -2.61219  -0.56082  1.62697  -0.0913
H  -3.38876  -1.10459  2.18174  0.1308
C  -1.26656  -1.28052  1.70150  -0.1615
C  -0.05611  -0.33902  1.48457  -0.0321
H  -0.35619  0.70736  1.44797  0.1171
H  0.66593  -0.46046  2.29064  0.1198
H  -1.16042  -1.84938  2.62407  0.1471
H  -2.56603  0.46215  2.01159  0.1247
C  -3.84846  0.38111  -0.35828  -0.0874
C  -3.26157  1.76633  -0.32215  -0.1921
C  -3.76986  2.76661  0.49769  -0.1145
N  -3.23560  3.97077  0.60146  0.0605
C  -2.15587  4.23984  -0.11069  -0.1524
C  -1.56028  3.32199  -0.96511  -0.0499
C  -2.12548  2.06361  -1.06926  -0.0180
H  -1.70087  1.31221  -1.72001  0.1160
H  -0.67846  3.58468  -1.52838  0.1035
H  -1.75187  5.23587  0.01264  0.1030
H  -4.65281  2.59402  1.10153  0.1132
H  -4.79458  0.34435  0.19135  0.1308
H  -4.01217  0.06111  -1.39201  0.1334
H  -1.41082  -4.17251  -1.67845  0.1054
H  0.11288  -2.48945  -2.03233  0.1194
H  1.33859  -3.39492  -1.11067  0.1158
H  0.22467  -0.14625  -0.68612  0.1564
H  2.85504  -2.28987  1.39623  0.1136
H  5.25015  -1.22076  0.72306  0.1119
H  5.85106  0.71428  -1.31792  0.1308
H  4.41157  1.58228  -1.94174  0.1336
H  6.91261  1.65459  0.60249  0.0901
H  5.44383  1.39214  1.57986  0.0818

The energy above the lowest of the compared OMol25 structures with the same formula, charge and spin is 49.5 kcal/mol. As for the charge: 0. As for the SMILES: COCc1ccc([C@@H]2C[C@H]3CN(Cc4cccnc4)C(=O)[C@]34CCCN24)o1. Its highest occupied orbital energy is -8.397 eV.